ORCA calculation (ωB97M-V with the def2-TZVPD basis set) on a cluster of 2 separate species, CH8NO in total in a non-equilibrium geometry.

- HOMO (eV) = -14.67
- total charge = +1
- gap between HOMO and LUMO (eV) = 10.39

Each line ends with the Löwdin charge.
Geometry (Å):
1 C 0.0000 0.0000 0.0000  -0.066
2 N 0.9999 -1.0021 -0.2302  0.123
3 H -0.1123 0.0576 1.0958  0.117
4 H -0.9717 -0.2825 -0.4389  0.117
5 H 0.2799 0.9977 -0.3779  0.120
6 H 0.8481 -1.9258 0.2230  0.194
7 H 1.8803 -0.5950 0.1450  0.189
8 H 1.1204 -1.1554 -1.2517  0.191
9 O -2.4187 2.7857 -0.3658  -0.084
10 H -3.2511 2.2612 -0.3810  0.055
11 H -2.0755 2.6797 0.5503  0.043

***

ORCA calculation (ωB97M-V with the def2-TZVPD basis set) on a cluster of 3 separate species, CH8NO2 in total in a non-equilibrium geometry.

- HOMO (eV) = -15.88
- total charge = +1
- gap between HOMO and LUMO (eV) = 11.38

Each line ends with the Löwdin charge.
Geometry (Å):
1 C 1.2532 -0.5451 -0.1465  0.091
2 N 0.4116 0.1142 0.5803  0.139
3 H 2.0711 -0.1179 -0.7387  0.137
4 H 0.9973 -1.6511 -0.0319  0.145
5 H -0.5198 -0.4484 0.8842  0.217
6 H 0.5453 1.0111 0.8772  0.080
7 H -2.2358 2.1242 1.6632  0.109
8 H -1.0321 1.6273 2.4521  0.054
9 O -1.6053 1.3345 1.7260  -0.089
10 H 0.1958 -1.9168 -2.2752  0.074
11 H -0.2731 -0.5638 -2.8717  0.094
12 O 0.1917 -0.9680 -2.1190  -0.049

***

ORCA calculation (ωB97M-V with the def2-TZVPD basis set) on the ion CH8NSi with charge +1 in a non-equilibrium geometry.

- HOMO (eV) = -15.67
- total charge = +1
- gap between HOMO and LUMO (eV) = 11.57
- SMILES = [NH3+]C[SiH3]

Each line ends with the Löwdin charge.
Geometry (Å):
1 C 0.2637 0.4927 0.1184  -0.349
2 N 1.5192 -0.2077 -0.3207  0.120
3 Si -1.6596 -0.1517 0.0458  0.696
4 H 0.1568 0.5277 1.3594  0.127
5 H 0.3325 1.4849 -0.3489  0.074
6 H 1.4443 -1.1314 0.1430  0.171
7 H 1.5835 -0.3307 -1.3746  0.204
8 H 2.3100 0.2381 0.0524  0.133
9 H -2.1163 1.0187 0.9668  -0.021
10 H -2.1874 -0.2133 -1.3967  -0.066
11 H -1.9104 -1.4980 0.5631  -0.089

***

ORCA calculation (ωB97M-V with the def2-TZVPD basis set) on a cluster of 3 separate species, CH8O2S2 in total in a non-equilibrium geometry.

- HOMO (eV) = -8.55
- gap between HOMO and LUMO (eV) = 8.94
- SMILES = CSS.O.O

Each line ends with the Löwdin charge.
Geometry (Å):
1 C 0.9446 0.3679 -1.6122  -0.484
2 S 1.5801 -0.3360 -0.0744  0.380
3 S 1.7527 1.3940 1.1503  0.317
4 H -0.0988 0.6225 -1.4485  0.030
5 H 1.5361 1.2076 -1.9665  0.029
6 H 1.0233 -0.4045 -2.3786  0.030
7 H 0.5331 1.8687 0.9252  -0.218
8 H -2.3912 1.1628 2.1904  0.035
9 H -0.9979 0.7287 2.9164  0.035
10 O -1.4944 0.8340 2.0970  -0.080
11 H -1.1147 -2.7352 -1.2812  0.054
12 H -0.1789 -2.3409 -0.1508  -0.051
13 O -1.0940 -2.3695 -0.3670  -0.077

***

ORCA calculation (ωB97M-V with the def2-TZVPD basis set) on a cluster of 3 separate species, CH8O2S2 in total in a non-equilibrium geometry.

- HOMO (eV) = -9.02
- gap between HOMO and LUMO (eV) = 9.10
- SMILES = CSS.O.O

Each line ends with the Löwdin charge.
Geometry (Å):
1 C -1.2722 -1.5204 1.0726  -0.485
2 S -0.3110 -1.4522 -0.4623  0.408
3 S 1.6037 -2.0390 0.2880  0.322
4 H -1.9383 -0.6433 1.0082  0.026
5 H -0.6661 -1.4541 1.9673  0.019
6 H -2.0115 -2.2987 1.2222  0.031
7 H 1.3531 -1.0375 1.1912  -0.182
8 H -1.4502 2.2611 -0.6901  0.046
9 H -1.0811 0.7889 -0.6395  -0.074
10 O -1.0164 1.5651 -1.2062  -0.086
11 H 2.6202 1.7610 -1.8777  0.037
12 H 1.6013 1.9755 -0.9042  0.015
13 O 2.5686 2.0935 -0.9694  -0.078

***

ORCA calculation (ωB97M-V with the def2-TZVPD basis set) on a cluster of 4 separate species, CH8O5 in total in a non-equilibrium geometry.

- HOMO (eV) = -10.82
- gap between HOMO and LUMO (eV) = 11.00
- SMILES = O=CO.O.O.O

Each line ends with the Löwdin charge.
Geometry (Å):
1 O 1.2434 -1.3603 0.3205  0.046
2 C 1.6569 -0.5360 1.0968  -0.362
3 O 1.1156 0.6690 1.2224  0.083
4 H 2.4785 -0.7268 1.7898  0.142
5 H 0.2528 0.6274 0.7601  0.068
6 H -1.8361 -0.4047 0.5501  0.055
7 H -2.1525 0.9908 0.8958  0.060
8 O -1.5933 0.4853 0.3146  -0.017
9 H -0.6894 2.5596 -1.1899  0.016
10 H 0.1971 3.7641 -1.6379  0.021
11 O -0.1923 3.3226 -0.8988  -0.043
12 H 0.2702 -2.7968 -0.4904  -0.026
13 H -0.7871 -3.1537 -1.5671  0.023
14 O 0.0364 -3.4405 -1.1661  -0.066

***

These records have E_tot values of -4697.15767 -6743.88798 -10525.98010 -26931.91942 -26931.63369 -11404.47228 eV, in the order they appear.